13
Properties=species:S:1:pos:R:3:forces:R:3 method="wB97M-V/def2-TZVPD" spin_multiplicity=1 orbital_gap_ha="0.2477 / 0.2476" homo_energy_ha="-0.2728 / -0.2727" relative_energy_ev=7.205 lumo_ev="-0.68 / -0.68" energy_ev=-19527.676
C 1.61332 -0.63256 0.25108 -0.995 -1.542 -0.383
C 0.45796 0.07883 -0.04962 1.423 -0.614 1.750
C 2.88984 -0.05300 0.05595 -2.083 1.700 -1.050
C 0.43775 1.45432 0.19708 0.022 0.446 -0.031
N 3.02037 1.19378 -0.32985 1.288 0.295 0.665
N -1.84173 2.29691 -0.01903 -0.381 1.259 -0.093
N -2.66198 1.42575 -0.01504 -0.760 -3.253 0.745
S 1.85955 2.29818 0.04042 -0.861 -1.375 -0.177
H 1.39350 -1.74552 0.39097 1.165 1.579 0.042
H -0.35456 -0.62905 -0.04335 -1.143 0.682 -0.559
H 3.74409 -0.61816 -0.09634 1.521 -1.349 0.043
H -2.52953 0.57308 -0.70179 -0.930 1.356 1.044
H -3.41572 1.16507 0.84440 1.734 0.814 -1.997